{
  "formula": "C4H10O2",
  "method": "wB97M-V/def2-TZVPD",
  "elements": ["C", "C", "C", "C", "O", "H", "H", "H", "H", "H", "H", "H", "H", "O", "H", "H"],
  "positions_angstrom": [[0.63, -1.19, -0.30], [-0.28, -0.46, 0.35], [-1.76, -0.62, 0.15], [0.17, 0.59, 1.35], [1.51, 0.98, 1.21], [0.34, -1.94, -1.03], [1.69, -1.04, -0.11], [-1.98, -1.16, -0.78], [-2.20, -1.19, 0.98], [-2.27, 0.35, 0.11], [-0.51, 1.45, 1.31], [0.08, 0.17, 2.36], [1.62, 1.34, 0.31], [1.07, 1.29, -1.88], [0.41, 0.71, -1.48], [1.47, 0.72, -2.55]],
  "total_charge": 0,
  "de_lowest_kcal_mol": 26.3
}